Entry 1:
DFT (wB97M-V/def2-TZVPD) results for 2 unconnected molecules or ions with the total composition C6H10O.

SMILES = C[C@H]1CC=CC1=O.[H][H]
LUMO = 0.68 eV
energy relative to the best compared isomer or geometry (same formula, charge and spin) = 0.7522 eV
strongest force on any atom = 0.5 eV/A

ORCA input file:
```
! RIJCOSX wB97M-V def2-TZVPD def2/J DEFGRID3
* xyz 0 1
C -1.037 -1.137 1.284
C 0.032 -0.373 0.505
C 0.562 -1.089 -0.749
C 0.297 -0.122 -1.876
C -0.298 1.005 -1.478
C -0.531 0.956 -0.016
O -1.075 1.797 0.670
H -1.858 -1.435 0.622
H -0.624 -2.042 1.743
H -1.450 -0.500 2.071
H 0.856 -0.120 1.184
H 0.047 -2.042 -0.928
H 1.632 -1.324 -0.682
H 0.571 -0.351 -2.903
H -0.595 1.848 -2.092
H 2.102 2.410 1.351
H 1.368 2.520 1.295
*
```

***

Entry 2:
DFT (wB97M-V/def2-TZVPD) results for a molecular structure, C36H31IrN4O3PS.

LUMO (alpha / beta) = -6.64 / -8.38 eV
energy relative to the best compared isomer or geometry (same formula, charge and spin) = 0.0000 eV
strongest force on any atom = 0.1 eV/A

ORCA input file:
```
! RIJCOSX wB97M-V def2-TZVPD def2/J DEFGRID3
* xyz 2 2
Ir 0.018 -0.733 -0.408
C -4.917 1.634 -1.823
C -4.305 0.605 -2.525
C -3.346 -0.186 -1.906
C -3.010 0.065 -0.582
C -3.643 1.067 0.140
C -4.595 1.855 -0.491
N -1.983 -0.703 0.076
N -2.347 -1.260 1.138
C -1.313 -1.868 1.835
C -1.616 -2.564 3.003
C -0.581 -3.137 3.717
C 0.725 -2.997 3.257
C 1.018 -2.288 2.092
C -0.001 -1.707 1.350
H -5.664 2.247 -2.308
H -4.592 0.399 -3.547
H -2.937 -1.038 -2.436
H -3.385 1.223 1.179
H -5.092 2.638 0.065
H -2.647 -2.643 3.323
H -0.781 -3.690 4.624
H 1.536 -3.444 3.818
H 2.059 -2.192 1.806
N 2.147 -0.847 -0.537
C 2.855 -0.039 0.467
C 4.177 -0.302 0.777
C 4.804 0.470 1.747
C 4.115 1.489 2.393
C 2.791 1.748 2.070
C 2.157 0.979 1.099
P 0.459 1.227 0.561
C 0.474 2.504 -0.712
C -0.689 2.745 -1.453
C -0.688 3.708 -2.447
C 0.471 4.431 -2.715
C 1.625 4.192 -1.987
C 1.632 3.230 -0.984
C -0.505 1.803 1.956
C -0.508 1.053 3.137
C -1.248 1.486 4.223
C -1.982 2.664 4.140
C -1.966 3.419 2.977
C -1.229 2.994 1.882
H 2.398 -1.828 -0.405
H 2.506 -0.611 -1.462
H 4.714 -1.103 0.282
H 5.835 0.268 2.003
H 4.610 2.078 3.152
H 2.248 2.536 2.577
H -1.600 2.195 -1.242
H -1.592 3.904 -3.008
H 0.468 5.186 -3.490
H 2.523 4.759 -2.190
H 2.536 3.060 -0.415
H 0.077 0.145 3.214
H -1.247 0.910 5.138
H -2.557 3.000 4.993
H -2.520 4.347 2.923
H -1.212 3.595 0.983
N -0.218 -0.252 -2.605
C 0.202 -1.604 -2.776
C -0.501 -2.612 -2.093
C 0.068 -3.888 -1.991
C 1.291 -4.137 -2.569
C 1.944 -3.160 -3.329
C 1.405 -1.897 -3.431
S 2.073 -5.703 -2.321
O 3.367 -5.414 -1.700
O 1.156 -6.541 -1.635
O 2.540 -6.167 -3.649
H -1.195 -0.061 -2.817
H 0.368 0.426 -3.081
H -1.517 -2.461 -1.749
H -0.449 -4.679 -1.462
H 2.876 -3.397 -3.827
H 1.906 -1.132 -4.013
*
```

***

Entry 3:
DFT (wB97M-V/def2-TZVPD) results for C4H7NO2 in the gas phase in a non-equilibrium geometry.

LUMO = 0.31 eV
energy relative to the best compared isomer or geometry (same formula, charge and spin) = 5.3034 eV
strongest force on any atom = 1.6 eV/A

ORCA input file:
```
! RIJCOSX wB97M-V def2-TZVPD def2/J DEFGRID3
* xyz 0 1
C 0.446 -0.364 -1.886
C -0.496 0.186 0.651
C 0.118 -0.595 -0.462
N -0.199 1.566 0.610
C 0.755 -0.844 0.772
O -1.773 -0.115 1.127
O 1.765 -1.088 1.437
H -1.749 -0.093 2.094
H 0.627 1.845 1.122
H -0.984 2.184 0.750
H -0.157 -1.718 0.541
H 0.688 -1.324 -2.350
H -0.379 0.096 -2.430
H 1.339 0.263 -1.975
*
```

***

Entry 4:
DFT (wB97M-V/def2-TZVPD) results for 19 unconnected molecules or ions with the total composition C40H54Br2Cl54F3N2O3P in a non-equilibrium geometry.

LUMO = 0.03 eV
strongest force on any atom = 2.8 eV/A

ORCA input file:
```
! RIJCOSX wB97M-V def2-TZVPD def2/J DEFGRID3
* xyz 0 1
C 1.946 2.097 1.150
C 2.977 2.065 0.547
C 4.226 2.140 -0.182
P 4.502 3.955 -0.258
N 5.609 4.389 -1.223
O 4.784 4.476 1.217
O 3.122 4.626 -0.646
C 5.238 1.326 0.686
C 5.945 1.973 1.868
C 5.109 2.141 3.121
C 6.284 0.902 -0.327
O 7.412 0.529 -0.124
N 5.738 1.086 -1.567
C 4.266 1.331 -1.517
C 3.978 2.031 -2.847
C 2.623 2.762 -3.000
C 2.869 4.122 -3.665
C 1.619 4.855 -4.149
C 1.112 5.990 -3.225
C -0.319 5.788 -2.709
C -0.338 5.187 -1.320
C -1.781 5.052 -0.795
C -2.168 3.610 -0.663
C -3.525 3.435 0.027
C 3.672 -0.108 -1.573
C 2.155 -0.262 -1.630
C 1.670 -1.584 -1.061
F 2.600 -2.557 -1.154
Br 1.225 -1.481 0.832
C 0.443 -2.099 -1.840
F 0.116 -3.316 -1.396
F 0.732 -2.210 -3.126
Br -1.094 -0.969 -1.582
H 1.085 2.188 1.741
H 6.067 3.621 -1.690
H 4.395 5.350 1.321
H 2.468 4.475 0.051
H 4.684 0.476 1.049
H 6.407 2.888 1.537
H 6.757 1.312 2.112
H 5.085 1.197 3.640
H 5.621 2.813 3.788
H 4.120 2.513 2.941
H 6.009 0.374 -2.231
H 4.766 2.701 -3.123
H 3.995 1.247 -3.588
H 1.973 2.221 -3.673
H 2.097 2.865 -2.063
H 3.506 4.742 -3.059
H 3.437 3.896 -4.550
H 0.838 4.160 -4.408
H 1.896 5.332 -5.078
H 1.801 6.115 -2.407
H 1.110 6.917 -3.773
H -0.829 6.741 -2.672
H -0.886 5.165 -3.388
H 0.259 5.812 -0.670
H 0.094 4.195 -1.343
H -1.826 5.524 0.176
H -2.449 5.513 -1.495
H -1.411 3.069 -0.119
H -2.211 3.168 -1.648
H -3.376 3.264 1.081
H -4.107 2.639 -0.404
H -4.068 4.362 -0.048
H 4.104 -0.743 -0.821
H 4.046 -0.480 -2.509
H 1.623 0.553 -1.179
H 1.856 -0.292 -2.666
C -3.993 4.108 4.596
Cl -4.243 5.719 5.277
Cl -5.284 3.700 3.467
Cl -2.411 3.989 3.829
H -4.020 3.395 5.407
C -0.922 0.312 5.818
Cl 0.414 1.429 6.106
Cl -2.371 1.198 5.356
Cl -0.479 -0.885 4.601
H -1.128 -0.212 6.741
C 0.562 -7.017 -2.781
Cl -0.201 -7.958 -4.064
Cl 0.323 -7.817 -1.229
Cl 2.276 -6.767 -3.118
H 0.083 -6.051 -2.738
C -4.055 1.983 8.886
Cl -4.019 3.501 7.985
Cl -4.961 0.755 8.011
Cl -2.415 1.426 9.235
H -4.555 2.164 9.827
C -6.947 -1.654 11.171
Cl -5.586 -0.539 11.304
Cl -8.434 -0.783 10.804
Cl -6.625 -2.886 9.954
H -7.070 -2.146 12.125
C 8.732 -1.791 -1.666
Cl 10.124 -0.968 -2.359
Cl 7.648 -2.372 -2.938
Cl 9.245 -3.120 -0.621
H 8.190 -1.078 -1.058
C 1.636 8.579 -6.732
Cl 0.415 7.337 -7.026
Cl 1.277 9.464 -5.251
Cl 3.248 7.869 -6.660
H 1.611 9.277 -7.556
C -6.433 8.851 4.740
Cl -5.057 8.890 5.842
Cl -7.827 8.095 5.508
Cl -6.830 10.474 4.176
H -6.157 8.254 3.883
C 8.531 -2.519 3.499
Cl 9.821 -2.258 4.675
Cl 7.127 -3.255 4.269
Cl 8.085 -1.012 2.711
H 8.898 -3.198 2.742
C 3.543 -8.358 0.975
Cl 4.647 -8.520 2.335
Cl 1.957 -9.024 1.379
Cl 3.407 -6.672 0.487
H 3.941 -8.924 0.145
C -3.676 -6.003 -4.090
Cl -2.379 -4.876 -3.684
Cl -5.068 -5.114 -4.712
Cl -3.133 -7.203 -5.255
H -3.979 -6.516 -3.188
C 0.505 -10.391 4.981
Cl -0.669 -9.389 5.840
Cl 2.061 -10.370 5.805
Cl -0.089 -12.042 4.816
H 0.637 -9.979 3.991
C -3.785 4.552 -5.151
Cl -5.029 3.374 -5.568
Cl -4.346 5.613 -3.865
Cl -2.276 3.734 -4.721
H -3.592 5.160 -6.023
C -6.073 -3.220 -1.732
Cl -4.909 -3.273 -0.408
Cl -7.602 -3.961 -1.259
Cl -6.323 -1.563 -2.282
H -5.672 -3.787 -2.558
C -8.747 -5.280 -6.750
Cl -8.624 -4.576 -8.362
Cl -8.473 -4.056 -5.508
Cl -10.308 -6.060 -6.517
H -7.977 -6.034 -6.652
C 3.156 2.029 -7.420
Cl 4.434 2.236 -6.224
Cl 1.760 1.218 -6.702
Cl 2.685 3.591 -8.077
H 3.533 1.408 -8.219
C -1.316 -10.309 9.598
Cl -2.487 -9.312 10.464
Cl 0.248 -10.285 10.409
Cl -1.907 -11.960 9.422
H -1.187 -9.893 8.609
C -11.063 -9.487 -3.974
Cl -10.589 -10.484 -5.350
Cl -11.109 -10.443 -2.494
Cl -9.980 -8.107 -3.801
H -12.058 -9.110 -4.161
*
```